# 1
95
Properties=species:S:1:pos:R:3:forces:R:3 method="wB97M-V/def2-TZVPD" e_lumo_ev=2.01 energy_ev=-60697.4099 total_charge=-1 max_force_ev_per_a=1.89 homo_ev=-4.3
C 4.75109 -4.75471 0.42646 -0.15 0.29 0.11
C 4.33227 -3.32799 0.72547 -0.08 -0.53 0.75
O 3.07080 -2.99916 0.14036 1.01 0.16 -0.42
P 3.00948 -2.53761 -1.39911 -1.66 0.57 -0.70
O 1.95966 -1.52089 -1.56692 0.08 0.06 0.17
C 2.79275 -3.94904 -2.49509 1.02 -0.46 0.57
C 2.04506 -5.15992 -1.91740 -0.52 0.27 -0.29
C 0.73696 -4.86514 -1.17427 -0.25 -0.28 0.02
In -1.09245 -5.07639 -2.43803 -0.03 0.03 -0.20
C -2.89250 -5.55709 -1.16809 0.24 0.59 0.22
C -3.55059 -4.36969 -0.53264 0.03 -0.29 0.13
C -3.87961 -4.38729 0.83397 -0.09 0.63 -0.40
C -4.50934 -3.29611 1.42695 -0.01 0.01 -0.12
C -4.83236 -2.16222 0.68659 0.39 -0.70 -0.16
C -4.50657 -2.13734 -0.67248 0.01 0.21 -0.08
C -4.87845 -0.92508 -1.49103 -0.39 -0.40 0.27
C -3.87181 -3.22306 -1.27101 -0.39 0.06 0.72
O 4.45856 -1.94314 -1.78416 0.09 -0.39 0.31
C 4.63192 -0.55153 -1.48280 0.52 0.20 0.05
C 6.11156 -0.25832 -1.26100 -0.82 -0.19 -0.18
H 5.48477 -5.07786 1.15884 0.35 0.00 -0.05
H 5.14926 -4.83569 -0.58053 0.05 -0.22 -0.11
H 3.88931 -5.40062 0.55149 -0.14 -0.13 -0.15
H 5.11406 -2.62076 0.46199 -0.03 0.16 -0.25
H 4.18931 -3.24305 1.79976 -0.19 0.13 0.13
H 3.79932 -4.29007 -2.75736 0.09 0.06 -0.16
H 2.35734 -3.56177 -3.40844 -0.32 0.21 -0.03
H 1.79236 -5.78009 -2.77721 0.23 -0.25 -0.12
H 2.74843 -5.74467 -1.32299 0.06 0.04 0.15
H 0.64085 -5.59929 -0.37233 -0.10 -0.07 0.13
H 0.71770 -3.89317 -0.68963 0.16 0.18 0.03
H -0.82753 -6.48319 -3.52921 0.06 0.07 0.08
H -1.39082 -3.58427 -3.36611 -0.02 -0.10 0.00
H -2.53422 -6.20307 -0.36796 -0.07 -0.31 0.02
H -3.62753 -6.10271 -1.75459 0.00 -0.13 -0.23
H -3.64320 -5.26743 1.40976 0.03 -0.14 0.15
H -4.77650 -3.32671 2.47655 0.05 -0.06 0.11
H -5.32738 -1.33378 1.16887 -0.11 0.21 -0.04
H -4.60388 -0.00795 -0.97940 0.21 0.19 -0.06
H -5.96405 -0.90750 -1.59042 -0.14 0.11 -0.14
H -4.45348 -0.96767 -2.48635 0.19 0.12 -0.12
H -3.62147 -3.18163 -2.31841 0.13 0.01 -0.17
H 4.07951 -0.26389 -0.59428 -0.29 -0.17 0.14
H 4.24010 0.02274 -2.31252 -0.14 0.13 -0.14
H 6.54330 -1.10944 -0.74535 0.31 0.01 0.08
H 6.16787 0.62624 -0.63546 0.31 0.19 0.07
H 6.59487 -0.07247 -2.21154 0.32 -0.08 -0.05
C 8.84874 6.41025 -3.03394 0.04 -0.08 0.06
O 8.36300 5.90029 -1.81023 -0.01 0.06 -0.13
C 7.17150 6.51330 -1.33432 -0.05 0.01 0.25
C 5.96576 5.60719 -1.47275 0.02 -0.09 -0.18
N 5.58473 5.41900 -2.86548 0.11 -0.14 0.03
C 4.62770 4.33899 -3.11315 0.03 0.20 -0.08
C 4.96540 2.92021 -2.66670 -0.19 -0.13 0.00
O 5.99096 2.28273 -3.40724 0.04 0.11 0.04
C 7.30889 2.65579 -3.06246 -0.01 -0.14 -0.16
H 9.86829 6.04733 -3.15592 0.00 -0.02 0.03
H 8.26082 6.06514 -3.89142 -0.02 0.08 -0.03
H 8.86496 7.50419 -3.03184 -0.02 0.01 -0.03
H 7.00169 7.47394 -1.83048 -0.01 -0.04 -0.10
H 7.32581 6.71113 -0.27002 0.01 0.03 -0.01
H 5.12658 6.05809 -0.93398 -0.02 -0.02 0.02
H 6.21212 4.66186 -0.97233 -0.01 0.03 0.10
H 6.41464 5.24512 -3.41460 0.03 -0.01 0.01
H 4.45739 4.30831 -4.19157 -0.06 0.00 0.00
H 3.67523 4.61970 -2.65251 0.00 -0.04 0.05
H 4.07115 2.31743 -2.83816 0.00 0.00 -0.01
H 5.17458 2.85525 -1.59144 0.11 0.08 -0.01
H 7.41685 2.83065 -1.98871 -0.01 0.07 0.01
H 7.63572 3.54099 -3.61593 0.03 0.08 0.11
H 7.96778 1.83430 -3.34597 -0.04 -0.03 0.01
C -5.21070 0.57794 3.34766 -0.01 0.00 -0.10
O -6.52584 0.20834 2.98232 0.07 0.12 0.12
C -7.22243 -0.56988 3.94241 -0.15 -0.19 -0.12
C -8.31426 0.22568 4.62832 0.07 0.14 0.04
N -7.76893 1.25153 5.50831 -0.05 0.12 -0.16
C -8.72588 2.25419 5.96946 0.18 -0.10 0.08
C -9.50557 3.07471 4.94479 -0.18 0.06 0.10
O -8.74282 4.02278 4.22560 0.05 -0.04 -0.03
C -7.97930 3.50364 3.15155 0.02 0.17 0.02
H -4.70974 0.92981 2.44751 -0.02 -0.02 -0.02
H -5.19708 1.38925 4.08551 0.03 -0.05 0.06
H -4.65298 -0.27562 3.74167 0.02 0.01 0.02
H -6.53194 -1.00668 4.67016 0.03 0.09 0.05
H -7.69348 -1.39254 3.39749 0.03 -0.02 0.01
H -8.93024 -0.45857 5.22072 -0.02 0.00 0.00
H -8.94933 0.64567 3.83780 -0.05 -0.08 -0.02
H -7.01098 1.72289 5.03472 0.03 -0.02 -0.02
H -8.17106 2.95860 6.59419 -0.04 0.01 0.04
H -9.44964 1.75541 6.62374 -0.05 0.00 -0.04
H -10.23759 3.66252 5.50494 0.00 0.01 0.00
H -10.08128 2.44501 4.25516 0.11 -0.06 -0.05
H -8.50125 2.69560 2.63358 0.03 -0.07 0.03
H -6.99971 3.15322 3.48542 -0.01 -0.13 -0.05
H -7.81303 4.31671 2.44520 -0.04 0.02 0.02

***

# 2
105
Properties=species:S:1:pos:R:3:forces:R:3 method="wB97M-V/def2-TZVPD" e_lumo_ev=-0.02 energy_ev=-70237.4535 smiles="C[N+](=O)[O-].C[N+](=O)[O-].C[N+](=O)[O-].CCOC(C)=O.CCOC(C)=O.CCOC(C)=O.CCOC(C)=O.CCOC(C)=O.CCOC(C)=O" e_above_lowest_kcal_mol=98.3 max_force_ev_per_a=5.67 homo_ev=-9.9
C 12.37341 2.29324 14.90919 -0.57 -0.52 -1.39
N 12.63684 2.40227 16.34573 1.05 2.08 -0.14
O 12.19597 1.49350 17.00574 0.44 0.42 0.85
O 13.28160 3.41513 16.71837 -1.36 -2.35 -0.20
H 11.60501 1.52768 14.80172 0.09 0.15 -0.02
H 13.25798 1.94977 14.37285 0.18 0.10 0.37
H 12.03981 3.21905 14.44047 0.16 0.12 0.54
C 0.61252 -6.55399 14.52376 0.26 1.03 -0.76
N -0.65419 -6.42653 15.28064 1.12 -2.17 2.28
O -0.74400 -7.05173 16.34549 0.25 0.54 -1.05
O -1.50506 -5.74371 14.82680 -1.52 1.26 -0.91
H 0.59764 -7.43585 13.88329 -0.06 -0.12 0.46
H 1.47468 -6.48129 15.18670 -0.31 -0.40 0.03
H 0.58523 -5.68081 13.87190 0.25 -0.13 -0.06
C 3.18751 0.44117 14.57340 0.57 -0.37 0.42
N 4.61217 -0.13835 14.64430 -0.53 3.28 0.88
O 5.55271 0.64810 14.74269 -0.79 -0.55 -0.41
O 4.67729 -1.31372 14.70615 0.47 -2.39 -0.16
H 3.13073 1.10924 13.71399 -0.17 -0.40 0.00
H 2.96629 1.00384 15.48036 0.55 0.12 -0.02
H 2.55814 -0.44738 14.62299 -0.11 0.32 -0.72
C 0.56003 6.98341 7.53467 -0.06 0.27 0.48
C 1.54070 7.97033 8.17452 -1.66 -0.35 0.31
O 2.70084 7.26886 8.64226 0.70 0.71 0.14
C 2.76472 6.52178 9.76292 -1.29 -2.21 1.60
C 4.15575 6.03844 10.08201 0.43 0.02 -1.44
O 1.85846 6.08358 10.46841 0.30 1.73 -1.56
H -0.39880 7.47356 7.36590 0.00 0.09 -0.09
H 0.38160 6.19414 8.26495 -0.02 -0.12 -0.16
H 0.89307 6.55259 6.59043 0.22 0.09 0.11
H 1.73730 8.83032 7.53432 1.22 -0.59 -0.48
H 1.04415 8.52590 8.97006 -0.03 -0.65 0.71
H 4.76463 6.45165 9.27788 0.86 0.44 0.83
H 4.29297 4.96736 9.93352 -0.78 -0.21 -0.14
H 4.41883 6.15272 11.13359 0.14 0.77 -0.31
C -3.14024 -1.45811 18.35107 -0.19 0.04 0.39
C -4.28469 -2.26210 18.93784 1.40 0.11 1.28
O -5.42940 -1.98214 18.18263 -1.65 -0.02 -0.69
C -6.57811 -2.61284 18.49214 -1.89 -1.77 0.00
C -7.81838 -2.32365 17.57522 0.34 0.31 0.73
O -6.74775 -3.43544 19.38500 1.28 1.46 -0.91
H -3.20141 -1.62036 17.27495 0.52 0.58 -0.03
H -2.16631 -1.70582 18.77320 -0.04 -0.77 -0.24
H -3.21977 -0.43267 18.71198 -0.43 0.33 -0.84
H -4.04469 -3.32527 18.95135 -0.32 -0.06 -0.01
H -4.42159 -1.89276 19.95417 -0.29 -0.46 0.22
H -8.68725 -2.75585 18.07155 0.23 0.10 0.36
H -7.86201 -2.79954 16.59555 0.84 0.13 -0.07
H -8.00310 -1.25409 17.47503 0.19 0.01 -0.19
C 0.77186 7.98119 18.77310 -0.85 -0.01 1.36
C 0.98478 9.27077 19.57762 -0.35 0.91 -1.61
O 1.56932 9.06513 20.85089 0.97 0.28 0.56
C 1.96762 10.07729 21.65815 0.17 1.56 2.53
C 2.48504 9.69121 23.04650 0.55 -0.88 -0.44
O 1.92441 11.29324 21.58220 -0.93 -1.07 -2.69
H 0.54396 8.22700 17.73592 0.24 0.06 0.05
H -0.10544 7.47114 19.17097 0.06 -0.35 -0.05
H 1.62860 7.31211 18.85319 0.04 0.16 -0.15
H 1.55406 9.86102 18.85955 0.83 0.53 0.80
H 0.08809 9.87041 19.73411 -0.35 -0.35 -0.12
H 1.67965 9.55386 23.76801 -0.14 -0.48 -0.29
H 3.03720 10.54802 23.43261 0.03 -0.09 -0.32
H 3.16563 8.84195 22.98602 -0.27 -0.26 0.36
C 2.91996 -6.16224 4.78180 0.34 -0.99 1.99
C 2.93059 -6.66581 6.30733 0.02 -0.40 -1.71
O 3.22112 -5.61112 7.13658 0.34 2.87 1.97
C 2.28239 -4.84800 7.69598 -3.77 -0.04 -0.40
C 2.80731 -3.61518 8.36857 0.01 1.05 0.31
O 1.04138 -5.04213 7.60183 3.72 -0.02 0.14
H 3.27792 -7.01220 4.20083 -0.63 0.06 -0.41
H 3.66134 -5.37842 4.62652 0.00 0.05 0.34
H 1.93253 -5.76673 4.54376 0.11 -0.35 -0.28
H 2.00299 -7.12446 6.64981 -0.09 -0.16 -0.47
H 3.78426 -7.28685 6.57874 -0.20 -0.71 -0.90
H 3.79027 -3.28530 8.03230 -0.03 -0.31 -0.02
H 2.77834 -3.57014 9.45726 0.29 -0.97 0.13
H 2.09961 -2.80254 8.20462 -0.09 -0.08 -0.68
C 8.31577 -9.34032 15.71456 0.07 0.10 0.58
C 7.72159 -10.75454 15.73317 -1.27 2.50 0.20
O 8.72480 -11.61812 15.32830 0.50 0.21 -1.97
C 9.20146 -12.54482 16.09149 -1.73 -2.12 4.97
C 10.43863 -13.16793 15.56740 0.62 -0.75 0.67
O 8.67224 -12.87242 17.20083 1.67 1.08 -3.49
H 7.74086 -8.60881 16.28244 -0.16 -0.40 0.55
H 8.38007 -8.80876 14.76514 0.51 -0.75 -0.37
H 9.27036 -9.52295 16.20803 0.30 0.89 -0.20
H 7.39200 -10.93192 16.75689 -0.13 -0.52 -0.29
H 6.91199 -10.73173 15.00370 -0.18 -0.82 0.20
H 10.23170 -13.91329 14.79947 0.00 0.55 -0.50
H 10.87585 -13.77557 16.35967 -0.08 0.22 0.20
H 11.16205 -12.39289 15.31426 -0.11 -0.21 -0.55
C 7.54937 5.75420 18.56857 1.73 1.08 0.04
C 8.71679 6.85534 18.64913 -2.67 -0.51 0.54
O 8.82014 7.51725 17.36228 1.22 -0.99 0.40
C 8.21642 8.66675 17.10252 -1.36 1.20 0.10
C 8.56016 9.25240 15.74022 0.45 -0.40 0.61
O 7.44100 9.24549 17.83752 0.58 -0.73 -0.02
H 8.07956 4.87541 18.20150 -0.74 -0.25 -0.25
H 6.74167 6.11053 17.92924 0.24 -0.16 -0.19
H 7.10605 5.54392 19.54190 0.30 0.04 0.09
H 8.44367 7.55000 19.44344 0.12 0.40 -0.34
H 9.64110 6.36613 18.95644 0.19 0.28 -0.74
H 9.38616 8.69877 15.29375 -0.12 0.16 -0.15
H 8.85154 10.27924 15.96112 0.06 0.00 -0.26
H 7.69111 9.27724 15.08277 0.02 -0.12 0.15